(1)
An isolated ion of composition C6H7FN3O and charge +1 at a distorted geometry. Source: OMol25; level of theory: ωB97M-V with the def2-TZVPD basis set.

The gap between HOMO and LUMO (alpha / beta) is 8.13 / 8.12 eV. The calculation puts the lowest unoccupied orbital energy (alpha / beta) at -5.955 / -5.955 eV. Its SMILES is [O-][N+]1=NCC2=C(F)CC[NH+]=C21. As for the energy above the lowest of the compared OMol25 structures with the same formula, charge and spin: 61.9 kcal/mol.

```
! wB97M-V def2-TZVPD RIJCOSX def2/J DEFGRID3
* xyz 1 1
O -2.997 -1.204 0.256
N -2.280 -0.232 0.257
N -2.544 1.011 0.160
C -1.378 1.776 -0.189
C -0.212 0.832 -0.084
C 1.141 0.969 0.087
F 1.614 2.170 0.215
C 1.977 -0.146 0.221
C 1.236 -1.490 -0.262
N -0.183 -1.572 0.081
C -0.828 -0.458 0.111
H -1.408 2.802 0.452
H -1.690 2.041 -1.249
H 2.906 0.013 -0.487
H 2.196 -0.227 1.296
H 1.315 -1.477 -1.312
H 1.692 -2.362 0.226
H -0.557 -2.447 0.219
*
```


(2)
CrN6O18 as an isolated structure at a distorted geometry. Source: OMol25; level of theory: ωB97M-V with the def2-TZVPD basis set.

The gap between HOMO and LUMO (alpha / beta) is 5.95 / 7.08 eV. The calculation puts the lowest unoccupied orbital energy (alpha / beta) at 5.982 / 7.136 eV. The expectation value of S² is 3.79. As for the energy above the lowest of the compared OMol25 structures with the same formula, charge and spin: 57.7 kcal/mol.

```
! wB97M-V def2-TZVPD RIJCOSX def2/J DEFGRID3
* xyz -3 4
Cr 0.254 0.035 -0.877
N 0.539 3.336 -0.156
O 0.500 3.418 1.068
O 0.703 4.325 -0.879
O 0.492 2.184 -0.702
N 2.448 0.380 1.678
O 2.211 1.390 2.336
O 2.032 0.284 0.466
O 2.896 -0.618 2.279
N -2.869 -1.136 -1.173
O -3.036 -1.627 -0.065
O -1.672 -0.743 -1.429
O -3.763 -1.068 -2.019
N 0.904 -0.260 -3.490
O 1.287 -0.897 -2.469
O 0.214 0.694 -3.098
O 1.041 -0.619 -4.642
N -1.226 0.457 2.168
O -2.004 -0.448 2.508
O -0.801 1.304 2.950
O -0.786 0.466 0.972
N 0.170 -2.770 1.109
O 1.060 -2.994 1.961
O -0.977 -3.146 1.349
O 0.383 -1.945 0.157
*
```


(3)
C2HBr2OS as an isolated structure at a distorted geometry. Source: OMol25; level of theory: ωB97M-V with the def2-TZVPD basis set.

The gap between HOMO and LUMO is 7.06 eV. The calculation puts the lowest unoccupied orbital energy at 3.212 eV. As for the energy above the lowest of the compared OMol25 structures with the same formula, charge and spin: 0.0 kcal/mol.

```
! wB97M-V def2-TZVPD RIJCOSX def2/J DEFGRID3
* xyz -1 1
C 0.068 -0.210 -1.864
C -0.648 -0.200 -0.503
O -0.217 -0.950 -2.790
S 1.375 0.802 -1.562
Br -1.967 -1.642 -0.341
Br -1.521 1.551 -0.074
H 0.170 -0.273 0.210
*
```


(4)
One molecule with the formula C2H2FN at a distorted geometry. Source: OMol25; level of theory: ωB97M-V with the def2-TZVPD basis set.

The gap between HOMO and LUMO is 11.40 eV. The calculation puts the lowest unoccupied orbital energy at 1.092 eV. Its SMILES is FN1C=C1. As for the energy above the lowest of the compared OMol25 structures with the same formula, charge and spin: 102.0 kcal/mol.

```
! wB97M-V def2-TZVPD RIJCOSX def2/J DEFGRID3
* xyz 0 1
F -2.400 -0.171 0.300
N -1.472 0.131 -0.731
C -0.026 -0.587 -0.254
C -0.378 0.631 0.056
H 0.448 -1.506 -0.133
H -0.246 1.542 0.657
*
```


(5)
A 5-piece molecular cluster, C30H35N5O12PS2 overall at a distorted geometry. Source: OMol25; level of theory: ωB97M-V with the def2-TZVPD basis set.

The gap between HOMO and LUMO is 8.28 eV. The calculation puts the lowest unoccupied orbital energy at -3.314 eV.

```
! wB97M-V def2-TZVPD RIJCOSX def2/J DEFGRID3
* xyz 1 1
N -4.303 -4.571 3.427
P -2.770 -4.453 3.376
S -2.054 -4.064 1.343
C -0.492 -4.961 1.115
C -0.354 -5.543 -0.308
C 0.783 -4.935 -1.108
S 2.430 -5.344 -0.535
O 3.193 -5.699 -1.674
O 2.889 -4.285 0.308
O 2.249 -6.639 0.367
C -1.800 -2.268 1.309
C -0.670 -1.952 0.332
C 0.812 -1.847 0.950
O -0.203 -0.725 0.487
H -4.803 -4.469 2.555
H -2.087 -5.581 3.867
H -2.291 -3.342 4.094
H 0.376 -4.367 1.383
H -0.541 -5.776 1.833
H -1.302 -5.464 -0.835
H -0.169 -6.608 -0.215
H 0.759 -3.850 -1.148
H 0.728 -5.295 -2.129
H 2.130 -6.338 1.279
H -1.504 -1.813 2.247
H -2.650 -1.795 0.823
H -0.742 -2.412 -0.638
H 0.429 -2.297 1.909
H 1.467 -1.179 1.508
C -1.656 1.461 -4.996
C -1.576 1.433 -3.609
C -1.894 0.277 -2.919
C -2.284 -0.838 -3.643
C -2.375 -0.830 -5.025
C -2.057 0.334 -5.701
N -2.600 -2.074 -2.929
O -2.534 -2.067 -1.700
O -2.900 -3.056 -3.565
H -1.401 2.363 -5.535
H -1.263 2.313 -3.064
H -1.834 0.248 -1.842
H -2.684 -1.713 -5.564
H -2.118 0.368 -6.772
C 2.469 2.601 5.755
C 3.071 1.349 5.727
C 2.336 0.231 5.378
C 0.999 0.392 5.056
C 0.375 1.628 5.082
C 1.123 2.737 5.437
N 0.222 -0.782 4.665
O 0.772 -1.869 4.660
O -0.946 -0.628 4.349
H 3.054 3.465 6.022
H 4.117 1.248 5.978
H 2.796 -0.745 5.354
H -0.671 1.725 4.832
H 0.655 3.711 5.463
C 2.158 9.136 8.759
C 1.904 7.978 9.482
C 2.415 6.765 9.051
C 3.179 6.740 7.899
C 3.440 7.880 7.161
C 2.921 9.086 7.600
N 3.741 5.459 7.448
O 3.482 4.462 8.095
O 4.431 5.459 6.448
H 1.761 10.082 9.102
H 1.310 8.019 10.383
H 2.225 5.858 9.605
H 4.037 7.829 6.264
H 3.116 9.989 7.038
C -1.862 -0.618 -12.980
C -2.184 0.683 -12.615
C -1.916 1.131 -11.333
C -1.324 0.259 -10.438
C -1.000 -1.041 -10.778
C -1.274 -1.479 -12.062
N -1.019 0.735 -9.082
O -1.331 1.874 -8.792
O -0.475 -0.034 -8.312
H -2.069 -0.962 -13.985
H -2.642 1.350 -13.331
H -2.161 2.140 -11.038
H -0.540 -1.700 -10.057
H -1.027 -2.491 -12.348
*
```


(6)
C24H52AlCl2FLiN5NaO22P3S3 as an isolated structure at a distorted geometry. Source: OMol25; level of theory: ωB97M-V with the def2-TZVPD basis set.

The gap between HOMO and LUMO is 1.39 eV. The calculation puts the lowest unoccupied orbital energy at -4.662 eV.

```
! wB97M-V def2-TZVPD RIJCOSX def2/J DEFGRID3
* xyz 0 1
C 1.272 -6.195 -3.137
C 0.753 -4.997 -3.166
C -0.678 -4.749 -3.423
O -1.227 -5.207 -4.369
O -1.288 -3.935 -2.512
C -2.334 -4.602 -1.826
C -1.771 -4.843 -0.442
C -1.560 -3.435 0.160
C -2.456 -3.118 1.366
C -1.626 -2.375 2.435
C -1.905 -0.852 2.288
C -0.757 0.140 1.998
C 0.194 -0.462 0.987
O 0.118 0.289 -0.197
C -0.059 -0.548 -1.331
C -0.486 0.283 -2.514
C 0.382 1.560 -2.711
C -0.055 0.675 3.278
P 0.209 -0.623 4.540
S 0.586 0.016 6.365
N 1.143 1.354 2.832
P 2.374 1.426 3.920
O 2.806 0.097 4.306
O 3.615 2.163 3.274
O 2.016 2.267 5.226
C 0.934 2.546 1.930
S 1.254 4.168 2.770
P 2.216 2.497 0.457
O 3.088 1.201 0.663
O 3.113 3.834 0.365
C -0.539 2.633 1.295
S -1.461 4.006 2.183
C -0.512 3.107 -0.162
C -1.843 3.459 -0.847
C -1.950 4.901 -1.287
Cl -1.555 4.859 -3.042
N -1.451 1.386 1.450
N -2.684 1.714 2.078
H 2.301 -6.379 -3.402
H 0.675 -7.037 -2.833
H 1.396 -4.150 -2.996
H -2.545 -5.551 -2.303
H -3.235 -4.006 -1.805
H -0.829 -5.363 -0.513
H -2.471 -5.445 0.125
H -0.513 -3.329 0.405
H -1.805 -2.765 -0.656
H -3.342 -2.557 1.105
H -2.800 -4.054 1.786
H -0.595 -2.693 2.388
H -1.985 -2.707 3.417
H -2.584 -0.738 1.462
H -2.382 -0.545 3.217
H 1.226 -0.550 1.314
H -0.076 -1.465 0.703
H -0.868 -1.250 -1.204
H 0.877 -1.044 -1.570
H -0.461 -0.319 -3.416
H -1.520 0.556 -2.309
H 1.013 1.528 -3.601
H 1.048 1.777 -1.891
H -0.288 2.402 -2.876
H -0.691 1.419 3.778
H 1.118 -1.586 4.081
H -0.991 -1.347 4.708
H 4.113 2.627 3.951
H 2.601 3.022 5.326
H 2.605 4.240 2.740
H 2.763 0.505 0.064
H 3.998 3.756 0.756
H -1.196 5.092 1.457
H 0.042 4.029 -0.145
H -0.073 2.357 -0.786
H -1.836 2.908 -1.775
H -2.743 3.163 -0.320
H -2.923 5.302 -1.061
H -1.227 5.559 -0.826
H -1.726 1.129 0.495
H -3.474 1.342 1.580
H -2.722 1.566 3.075
C -1.775 3.134 -6.332
O -0.894 2.375 -6.973
H -1.404 3.536 -5.361
H -2.163 4.027 -6.863
H -2.713 2.619 -5.995
Na 1.672 -2.454 7.251
C -2.495 -0.595 -3.840
O -2.298 -1.346 -2.826
O -1.910 -1.122 -5.032
O -3.068 0.484 -3.928
H -1.556 -1.938 -4.644
C -3.812 3.850 4.892
N -3.828 2.591 5.699
O -3.185 1.616 5.281
O -4.463 2.579 6.708
H -3.201 3.704 4.010
H -4.839 4.070 4.615
H -3.402 4.631 5.525
Li -2.411 -1.142 5.256
O 4.494 -1.725 0.399
Cl 4.843 -1.212 -0.911
O 3.670 -0.498 -1.452
O 5.193 -2.286 -1.779
O 5.941 -0.285 -0.784
Al -0.743 1.165 -5.119
F -3.707 5.053 1.234
N 4.038 -8.414 -2.599
O 3.517 -8.335 -1.469
O 4.101 -9.505 -3.181
O 4.489 -7.386 -3.142
C 7.203 1.752 -3.085
O 5.994 1.252 -3.165
H 7.627 2.113 -4.061
H 7.344 2.617 -2.407
H 7.993 1.028 -2.765
*
```


(7)
C13H18BaIN3 as an isolated structure at a distorted geometry. Source: OMol25; level of theory: ωB97M-V with the def2-TZVPD basis set.

The gap between HOMO and LUMO (alpha / beta) is 5.04 / 4.59 eV. The calculation puts the lowest unoccupied orbital energy (alpha / beta) at -1.012 / -1.442 eV.

```
! wB97M-V def2-TZVPD RIJCOSX def2/J DEFGRID3
* xyz 0 1
C -0.545 0.899 -4.033
C 2.863 1.004 -2.667
H -0.689 -0.082 -4.518
H 0.200 1.524 -4.546
H -1.497 1.421 -3.849
H 3.718 0.760 -2.013
H 2.894 0.434 -3.612
H 2.753 2.087 -2.829
Ba 0.474 -0.191 -1.561
C 0.141 2.881 -1.019
H 1.106 3.061 -0.512
H -0.755 2.908 -0.374
H 0.027 3.307 -2.030
I 1.064 -3.314 -2.430
N -0.785 -1.080 2.347
C 0.595 -1.122 2.181
C 1.325 -1.674 3.258
C 2.705 -1.766 3.135
C 3.314 -1.286 1.965
C 2.515 -0.735 0.960
N 1.157 -0.661 1.057
C -1.822 -0.619 1.543
C -3.110 -0.667 2.120
C -4.193 -0.222 1.366
C -3.956 0.278 0.074
C -2.648 0.297 -0.420
N -1.592 -0.184 0.298
H -1.100 -1.419 3.243
H 0.757 -2.011 4.128
H 3.289 -2.203 3.941
H 4.395 -1.344 1.821
H 2.949 -0.320 0.034
H -3.190 -1.058 3.131
H -5.192 -0.264 1.780
H -4.765 0.647 -0.553
H -2.402 0.711 -1.416
*
```


(8)
A 2-piece molecular cluster, C6H13N2 overall at a distorted geometry. Source: OMol25; level of theory: ωB97M-V with the def2-TZVPD basis set.

The gap between HOMO and LUMO is 9.12 eV. The calculation puts the lowest unoccupied orbital energy at -4.279 eV. As for the energy above the lowest of the compared OMol25 structures with the same formula, charge and spin: 75.5 kcal/mol.

```
! wB97M-V def2-TZVPD RIJCOSX def2/J DEFGRID3
* xyz 1 1
C -2.141 0.201 -0.430
C -3.361 0.515 -0.319
C -0.378 -1.244 -0.847
C -0.779 0.043 -0.576
C -4.055 0.301 1.115
C 2.509 1.138 0.662
N 0.890 -1.595 -0.608
N 2.811 -0.049 -0.251
H -4.061 0.841 -1.008
H -1.006 -2.065 -1.107
H -0.117 0.787 -0.240
H -3.364 0.026 1.927
H -4.768 -0.524 0.946
H -4.615 1.258 1.111
H 2.094 0.868 1.640
H 3.538 1.427 0.929
H 2.040 2.009 0.151
H 1.526 -0.808 -0.418
H 1.143 -2.586 -0.643
H 3.624 -0.541 0.227
H 2.935 0.089 -1.278
*
```


(9)
C3H2Cl2 as an isolated structure at a distorted geometry. Source: OMol25; level of theory: ωB97M-V with the def2-TZVPD basis set.

The gap between HOMO and LUMO is 8.72 eV. The calculation puts the lowest unoccupied orbital energy at -1.118 eV. As for the energy above the lowest of the compared OMol25 structures with the same formula, charge and spin: 60.4 kcal/mol.

```
! wB97M-V def2-TZVPD RIJCOSX def2/J DEFGRID3
* xyz 0 1
C -0.053 -0.440 0.922
C -0.224 0.258 -0.293
C 0.999 -0.667 0.077
Cl 0.086 1.891 -0.476
Cl -2.179 0.389 -1.594
H -0.410 -0.374 1.932
H 1.780 -1.058 -0.568
*
```


(10)
A 7-piece molecular cluster, C24H38B3O23 overall at a distorted geometry. Source: OMol25; level of theory: ωB97M-V with the def2-TZVPD basis set.

The gap between HOMO and LUMO is 5.47 eV. The calculation puts the lowest unoccupied orbital energy at 1.769 eV.

```
! wB97M-V def2-TZVPD RIJCOSX def2/J DEFGRID3
* xyz -1 1
C -1.355 3.668 3.491
C -1.994 2.446 3.159
B -1.582 1.534 1.855
B -0.235 0.698 2.359
C 1.307 0.940 1.909
O -0.476 -0.410 3.302
O -1.535 2.413 0.666
C -2.948 2.505 0.348
C -3.572 1.055 0.705
C -5.053 0.942 1.285
B -5.170 0.641 2.873
O -4.314 -0.180 3.655
O -6.302 1.231 3.577
O -2.488 0.451 1.402
H -0.418 4.036 2.970
H -1.750 4.338 4.324
H -2.819 2.138 3.895
H 1.915 0.051 2.301
H 1.401 0.941 0.783
H 1.723 1.885 2.397
H -0.831 -1.127 2.732
H -3.185 2.778 -0.741
H -3.467 3.358 0.913
H -3.692 0.598 -0.346
H -5.722 1.836 1.031
H -5.541 0.045 0.757
H -3.980 -0.914 3.085
H -6.221 2.201 3.604
C -0.536 -0.447 7.443
C 0.396 -0.337 6.276
O 1.216 0.777 6.626
C 1.181 0.893 7.977
O 1.889 1.620 8.612
O 0.238 0.075 8.520
H -0.836 -1.476 7.643
H -1.433 0.167 7.322
H 1.031 -1.221 6.163
H -0.130 -0.157 5.337
C 3.313 3.946 -1.082
C 3.709 3.306 -2.379
O 4.245 2.053 -1.966
C 3.700 1.763 -0.754
O 3.810 0.704 -0.204
O 3.017 2.829 -0.253
H 2.442 4.594 -1.186
H 4.129 4.517 -0.629
H 2.857 3.127 -3.033
H 4.455 3.887 -2.921
C 3.150 0.085 -5.581
C 4.081 0.472 -6.690
O 3.923 1.886 -6.758
C 3.479 2.299 -5.541
O 3.400 3.445 -5.203
O 3.136 1.247 -4.757
H 3.504 -0.782 -5.023
H 2.136 -0.110 -5.931
H 5.126 0.244 -6.461
H 3.817 0.004 -7.639
C 5.546 -3.249 0.315
C 5.814 -2.361 -0.862
O 5.555 -3.215 -1.972
C 4.713 -4.190 -1.540
O 4.165 -4.974 -2.256
O 4.573 -4.158 -0.187
H 5.159 -2.698 1.173
H 6.431 -3.813 0.626
H 5.133 -1.506 -0.906
H 6.842 -1.996 -0.884
C -5.345 -4.436 1.249
C -4.388 -4.340 0.097
O -3.560 -3.244 0.461
C -3.617 -3.129 1.814
O -2.910 -2.416 2.460
O -4.584 -3.932 2.338
H -5.666 -5.461 1.441
H -6.229 -3.807 1.113
H -3.767 -5.234 -0.008
H -4.893 -4.147 -0.850
C -1.790 0.212 -5.892
C -2.381 -1.165 -5.963
O -1.297 -1.953 -6.442
C -0.151 -1.298 -6.118
O 0.946 -1.761 -6.224
O -0.412 -0.047 -5.656
H -2.217 0.809 -5.086
H -1.891 0.760 -6.833
H -2.686 -1.541 -4.983
H -3.232 -1.220 -6.643
*
```


(11)
C5H9NO3 as an isolated structure at a distorted geometry. Source: OMol25; level of theory: ωB97M-V with the def2-TZVPD basis set.

The gap between HOMO and LUMO is 9.07 eV. The calculation puts the lowest unoccupied orbital energy at 0.516 eV. As for the energy above the lowest of the compared OMol25 structures with the same formula, charge and spin: 71.1 kcal/mol.

```
! wB97M-V def2-TZVPD RIJCOSX def2/J DEFGRID3
* xyz 0 1
C 1.287 0.362 -0.498
C -2.168 0.543 0.640
C 2.227 -0.361 0.444
N -0.753 0.165 0.599
C -0.181 -0.898 -0.636
C 0.265 1.227 0.020
O -0.896 -0.590 -1.768
O 0.070 -2.045 -0.309
O -0.149 2.312 -0.286
H -0.942 -1.411 -2.280
H -0.427 -0.307 1.437
H 1.768 0.778 -1.381
H -2.313 1.307 1.402
H -2.444 0.934 -0.336
H -2.762 -0.339 0.882
H 3.096 0.259 0.680
H 2.554 -1.303 -0.006
H 1.767 -0.633 1.396
*
```


(12)
One molecule with the formula C4H9NO. Source: OMol25; level of theory: ωB97M-V with the def2-TZVPD basis set.

The gap between HOMO and LUMO is 10.79 eV. The calculation puts the lowest unoccupied orbital energy at 1.108 eV. Its SMILES is C=NCOCC. As for the energy above the lowest of the compared OMol25 structures with the same formula, charge and spin: 48.0 kcal/mol.

```
! wB97M-V def2-TZVPD RIJCOSX def2/J DEFGRID3
* xyz 0 1
C 2.623 -0.218 -0.508
N 1.691 0.621 -0.665
C 0.878 0.901 0.507
O -0.474 0.997 0.200
C -1.018 -0.171 -0.395
C -2.386 -0.429 0.204
H 2.808 -0.741 0.441
H 3.281 -0.455 -1.344
H 1.174 1.881 0.894
H 1.045 0.137 1.294
H -0.356 -1.032 -0.222
H -1.076 -0.024 -1.480
H -2.294 -0.717 1.256
H -2.993 0.479 0.153
H -2.905 -1.230 -0.333
*
```


In a.u., the electronic energy values for the records above are, in order, -571.80129; -2726.59179; -5698.32944; -231.83572; -3477.72269; -6524.74817; -993.48461; -345.57570; -1035.72206; -2742.59697; -476.33084; -287.75590.